# C25H39BF4I2N3O11P2S2

A structure of composition C25H39BF4I2N3O11P2S2 (ωB97M-V/def2-TZVPD, the OMol25 dataset).

## Properties
**Total energy**: -121533.1985 eV
**Highest occupied orbital energy**: -11.10 eV
**Net charge**: +1
**Largest force on an atom**: 4.80 eV Å⁻¹
**Energy above the lowest of the compared OMol25 structures with the same formula, charge and spin**: 0.0 kJ/mol

Atoms and positions in Å:
C1 1.89539 2.37481 1.39333
C2 1.22711 1.81781 0.57951
C3 0.39335 1.13171 -0.42335
C4 1.07314 1.82559 -1.67815
C5 0.63345 3.25977 -1.93730
N1 -0.98984 1.73560 -0.30485
F1 -0.94070 2.87408 0.49350
C6 -2.10892 0.87687 0.13839
C7 -3.46700 1.67635 0.00225
C8 -4.61135 1.72492 1.04089
C9 -6.00421 1.79688 0.35233
I1 -7.03548 3.62172 0.86013
P1 -1.96314 0.76509 2.01274
O1 -0.47684 0.86590 2.58389
O2 -2.41886 2.22187 2.59228
S1 -2.96181 -0.43380 3.17656
C10 -2.06779 -0.21606 -1.09075
C11 -2.10526 0.62252 -2.45584
I2 -2.94762 -0.43435 -4.19249
C12 -2.75314 2.02939 -2.68216
C13 -2.26437 2.60744 -4.04497
N2 -3.24188 -1.02690 -0.88017
C14 -3.62234 -1.63532 0.34188
O3 -3.10120 -2.54413 0.89211
F2 -4.83218 -1.26547 0.73971
C15 -4.40516 -1.18317 -1.70586
O4 -4.87466 -2.24078 -1.96143
F3 -5.14775 -0.10921 -1.98524
N3 -0.70998 -1.05070 -1.21716
C16 -0.25364 -1.44513 -2.60835
C17 0.46162 -0.64370 -3.72293
O5 1.51442 -0.98747 -4.17602
B1 -1.00968 -2.59914 -0.95815
C18 -2.10805 -3.46630 -1.72299
O6 -0.16521 -3.39878 -0.31222
C19 0.52908 -0.48159 -0.39908
C20 1.90833 -0.70307 -1.06145
C21 2.62207 -2.03628 -1.18501
O7 2.40264 -2.92423 -1.92918
F4 3.74888 -2.08236 -0.47842
P2 0.96047 -1.29462 1.31258
O8 -0.35184 -1.84610 2.05112
O9 1.75067 -2.71984 1.06848
S2 2.33123 -0.48360 2.42995
H1 2.36298 2.62652 2.31487
H2 0.93485 1.29159 -2.62330
H3 2.14717 1.86244 -1.55405
H4 1.31706 3.67636 -2.67311
H5 -0.36489 3.35660 -2.34582
H6 0.73705 3.89029 -1.06160
H7 -3.19147 2.70042 -0.20715
H8 -3.98916 1.35078 -0.87991
H9 -4.57055 2.66593 1.57071
H10 -4.72379 0.98167 1.81773
H11 -5.95778 1.81351 -0.72940
H12 -6.65173 0.99092 0.66721
H13 -0.34457 0.19922 3.26858
H14 -2.51474 2.91599 1.92887
H15 -1.08972 0.92699 -2.66557
H16 -2.41598 2.77910 -1.98882
H17 -3.83087 2.00326 -2.76928
H18 -1.35093 2.14851 -4.41625
H19 -2.02023 3.65968 -3.90849
H20 -3.05240 2.61990 -4.78678
H21 -1.05323 -1.86929 -3.20922
H22 0.40468 -2.32379 -2.53260
H23 -0.02425 0.21954 -4.20269
H24 -2.70628 -2.94584 -2.46439
H25 -2.75302 -4.00453 -1.03919
H26 -1.59772 -4.22499 -2.31622
H27 -0.56380 -3.90590 0.40240
H28 2.04848 -0.31557 -2.06283
H29 2.59583 -0.07178 -0.49801
H30 -0.12409 -1.99838 2.98042
H31 1.78237 -3.18484 1.91041
O10 4.73124 0.52849 4.78180
C22 5.75630 -0.01583 4.47944
O11 5.89720 -0.47396 3.22196
C23 7.12496 -0.99700 2.70517
C24 7.30804 -2.45794 3.05826
C25 6.84591 -0.26757 5.49455
H32 7.96901 -0.38309 3.02193
H33 7.05091 -0.88930 1.62456
H34 7.36591 -2.60827 4.13618
H35 8.22022 -2.84829 2.60745
H36 6.46065 -3.04055 2.69678
H37 6.58875 -1.15317 6.07342
H38 6.89373 0.59044 6.15987
H39 7.83594 -0.39451 5.06404

Forces on the atoms, in the same order (eV/Å):
C -0.005 -0.128 0.308
C -0.232 -0.900 0.307
C 1.240 1.985 0.716
C -0.587 -0.235 -1.217
C 0.266 0.234 0.030
N -0.356 -1.023 -0.999
F -0.007 0.030 0.033
C 1.288 0.972 -0.497
C -0.432 -0.409 -0.095
C -1.389 0.769 0.115
C 0.250 0.266 -0.038
I 0.028 -0.235 -0.098
P -1.259 0.042 4.632
O 0.454 -0.153 -1.540
O -0.072 -0.156 -1.704
S 0.108 -0.371 -0.831
C -0.872 1.528 0.324
C -0.852 0.884 -0.165
I 0.272 -0.107 0.092
C 0.204 0.149 -1.249
C -0.021 0.525 0.411
N -0.724 0.456 -0.235
C -0.019 -1.886 1.008
O 0.945 0.604 -0.439
F -0.095 0.570 -0.521
C -1.451 -1.217 -0.869
O 0.585 0.305 0.363
F 0.924 0.677 0.282
N 0.347 -0.897 0.649
C 0.685 -0.805 -1.695
C 0.589 1.045 -0.212
O -0.260 -0.440 0.292
B -1.443 -2.519 -0.557
C 0.008 1.051 -0.915
O 0.585 1.402 0.745
C -0.405 0.353 -0.241
C 1.082 -0.037 -0.063
C 0.438 -0.848 0.062
O -0.801 -0.102 -0.308
F 0.250 0.599 0.152
P 2.647 -1.418 2.388
O -0.387 0.374 -0.862
O -0.952 0.439 -1.439
S -0.805 0.550 0.030
H 0.288 0.403 -0.106
H -0.212 -0.110 0.138
H 0.133 -0.241 0.323
H 0.045 -0.011 -0.172
H -0.163 -0.075 0.105
H -0.111 -0.004 0.203
H 0.124 0.185 0.089
H 0.363 -0.214 -0.243
H 0.453 0.010 0.281
H 0.672 -0.357 -0.094
H -0.024 -0.016 -0.088
H -0.131 -0.094 -0.003
H 0.068 0.040 0.110
H 0.152 0.224 0.263
H 0.335 -0.807 -0.088
H -0.120 -0.304 0.666
H -0.213 -0.052 0.492
H -0.050 -0.177 -0.218
H 0.047 0.103 0.127
H 0.064 -0.425 -0.300
H -0.558 0.193 0.525
H 0.318 0.247 0.603
H -0.457 -0.113 0.213
H -0.332 -0.077 0.187
H -0.128 0.066 0.139
H 0.435 -0.100 0.210
H 0.032 -0.369 -0.124
H -0.612 0.059 -0.091
H -0.132 -0.007 0.428
H -0.262 0.043 0.183
H 0.282 0.052 0.151
O -0.254 0.111 -0.103
C 0.178 -0.255 0.265
O -0.138 0.172 -0.275
C 0.190 -0.202 0.018
C -0.095 -0.033 0.135
C 0.319 0.315 -0.181
H -0.018 -0.010 0.076
H -0.129 0.076 0.004
H 0.086 0.027 0.003
H 0.001 0.007 -0.018
H 0.017 0.011 -0.081
H -0.017 -0.006 0.007
H -0.178 -0.054 0.096
H -0.036 -0.154 -0.009

---

# C25H39N2O3

The ion C25H39N2O3 with charge +1 (ωB97M-V/def2-TZVPD, the OMol25 dataset).

## Properties
**Total energy**: -35675.2855 eV
**Highest occupied orbital energy**: -10.62 eV
**Net charge**: +1
**Largest force on an atom**: 0.99 eV Å⁻¹
**Energy above the lowest of the compared OMol25 structures with the same formula, charge and spin**: 28.6 kJ/mol
**SMILES**: OCC[NH+]1CCN(C[C@H](O)COc2ccc([C@]34C[C@H]5C[C@H](C[C@H](C5)C3)C4)cc2)CC1

Atoms and positions in Å:
O1 2.22558 2.53228 1.30445
C1 3.55220 2.69823 1.74991
C2 4.48477 2.76941 0.53940
N1 4.43088 1.52415 -0.25870
C3 5.66982 1.20771 -0.99564
C4 5.61237 -0.27591 -1.43551
N2 4.25958 -0.74894 -1.60983
C5 3.71921 -1.75363 -0.72865
C6 3.12126 -1.26660 0.60729
O2 4.10060 -0.62009 1.41980
C7 2.45111 -2.43604 1.34906
O3 1.35995 -2.92957 0.62752
C8 0.20406 -2.18024 0.55765
C9 -0.76317 -2.65358 -0.32513
C10 -1.95758 -1.98486 -0.47562
C11 -2.24135 -0.81877 0.23665
C12 -3.57042 -0.11477 0.03130
C13 -3.70894 0.29207 -1.44562
C14 -5.06568 0.95160 -1.68892
C15 -6.18196 -0.02701 -1.32838
C16 -6.06638 -0.40643 0.14706
C17 -6.18945 0.84754 1.00880
C18 -5.06687 1.81484 0.64222
C19 -5.18791 2.20659 -0.82840
C20 -3.71238 1.14890 0.88888
C21 -4.71510 -1.07326 0.39980
C22 -1.26854 -0.36549 1.11490
C23 -0.06027 -1.02791 1.27996
C24 3.38221 0.26035 -2.12627
C25 3.29102 1.51034 -1.20806
H1 1.61191 2.71169 2.02398
H2 3.66727 3.62745 2.31922
H3 3.84644 1.85509 2.39202
H4 5.50348 2.92005 0.89958
H5 4.20390 3.61237 -0.09498
H6 4.29988 0.73624 0.42356
H7 6.53635 1.37538 -0.35554
H8 5.74140 1.87272 -1.85817
H9 6.15199 -0.37175 -2.38648
H10 6.12288 -0.90486 -0.70558
H11 4.50960 -2.48082 -0.52571
H12 2.92172 -2.27835 -1.26208
H13 2.35657 -0.50656 0.41687
H14 4.71816 -1.28277 1.75400
H15 3.14698 -3.27758 1.43304
H16 2.16595 -2.11719 2.36051
H17 -0.55758 -3.55738 -0.87618
H18 -2.68204 -2.38766 -1.16562
H19 -3.61242 -0.58337 -2.08916
H20 -2.90459 0.98595 -1.70592
H21 -5.14559 1.22375 -2.74734
H22 -7.15357 0.43285 -1.51837
H23 -6.10870 -0.92183 -1.95062
H24 -6.86506 -1.10936 0.40706
H25 -7.15850 1.32176 0.84257
H26 -6.12383 0.58168 2.06629
H27 -5.13976 2.71275 1.26657
H28 -6.15055 2.68912 -1.00690
H29 -4.40236 2.91906 -1.09264
H30 -2.91709 1.85718 0.64154
H31 -3.63206 0.88953 1.94702
H32 -4.64685 -1.98774 -0.19072
H33 -4.62640 -1.35151 1.45282
H34 -1.43214 0.52298 1.70251
H35 0.64626 -0.63252 1.99472
H36 3.76328 0.55970 -3.10786
H37 2.38995 -0.16570 -2.27149
H38 2.36737 1.53375 -0.63081
H39 3.33807 2.41972 -1.81002

Forces on the atoms, in the same order (eV/Å):
O -0.243 0.021 -0.106
C 0.372 -0.014 0.090
C -0.336 0.580 0.637
N -0.063 -0.289 0.369
C 0.578 -0.348 -0.296
C 0.127 -0.059 -0.224
N 0.114 0.005 0.167
C -0.323 0.106 0.318
C -0.350 -0.640 -0.526
O 0.134 -0.061 0.274
C 0.165 0.426 0.219
O -0.252 -0.085 -0.166
C -0.168 0.078 -0.107
C 0.215 -0.049 0.075
C 0.120 -0.001 0.054
C -0.003 0.143 0.100
C 0.205 -0.077 0.034
C -0.170 0.091 0.018
C -0.026 0.082 -0.298
C 0.045 0.010 0.036
C -0.228 -0.186 0.062
C 0.054 -0.027 -0.026
C -0.023 0.249 0.156
C 0.032 -0.060 0.017
C -0.123 -0.032 -0.084
C -0.152 0.122 -0.022
C -0.188 -0.011 -0.125
C 0.392 -0.201 0.102
C 0.054 0.104 -0.105
C -0.761 -0.231 -0.586
H 0.024 -0.023 0.008
H 0.091 -0.088 -0.076
H 0.032 0.152 -0.054
H -0.035 -0.076 -0.082
H 0.095 -0.109 -0.043
H 0.151 0.274 -0.222
H -0.117 0.093 0.015
H -0.077 0.062 0.116
H 0.107 0.098 0.142
H -0.011 0.047 -0.028
H -0.035 -0.079 0.039
H 0.048 -0.078 0.071
H 0.080 -0.046 0.014
H 0.075 0.064 0.024
H -0.006 0.092 0.043
H 0.064 -0.050 -0.090
H 0.016 -0.128 -0.087
H -0.105 -0.038 -0.085
H 0.052 -0.063 -0.044
H 0.074 -0.006 -0.024
H 0.008 -0.021 0.066
H -0.064 -0.010 -0.042
H -0.039 -0.047 -0.054
H 0.051 0.036 -0.013
H -0.061 0.022 0.034
H -0.038 0.002 0.065
H 0.017 -0.067 -0.038
H -0.033 0.066 -0.022
H 0.011 0.066 -0.025
H 0.099 0.022 0.047
H 0.090 0.006 0.080
H 0.035 -0.084 -0.015
H 0.037 -0.061 0.044
H -0.078 0.111 0.053
H 0.112 0.008 0.054
H -0.126 0.058 -0.001
H -0.022 0.089 -0.033
H 0.200 0.023 -0.036
H 0.084 0.037 0.142

---

How do the records compare in LUMO level? In the order shown, they have -3.63 -2.35 eV.